Entry 1:
Computed, not measured: a molecular structure, C38H51ClOOsP4Se, with ωB97M-V/def2-TZVPD.

The geometry in XYZ format:
```
97
Properties=species:S:1:pos:R:3:mulliken_spin:R:1
P -0.3992 1.2441 -6.0794 0.207
C -2.0759 1.2323 -5.6164 0.017
C -2.5241 2.3952 -6.2815 0.039
H -1.8010 3.1837 -6.4956 0.000
C -3.8027 2.4230 -6.8163 -0.015
H -4.0617 3.2517 -7.4678 -0.001
C -4.6996 1.3983 -6.5480 0.032
H -5.6769 1.4225 -6.9911 0.001
C -4.3192 0.3508 -5.7113 0.003
H -5.0514 -0.4177 -5.4798 0.000
C -3.0182 0.2477 -5.2021 -0.009
H -2.7327 -0.5464 -4.5018 -0.002
C 0.5720 2.4632 -5.2000 0.024
C 0.0986 3.5117 -4.3672 0.006
H -0.8754 3.4309 -3.8669 -0.003
C 0.8912 4.6433 -4.2034 0.001
H 0.5206 5.4725 -3.6259 0.000
C 2.1348 4.7688 -4.8018 0.017
H 2.7014 5.6873 -4.7429 0.000
C 2.6402 3.6916 -5.5043 -0.008
H 3.5887 3.7502 -6.0010 0.000
C 1.9001 2.5112 -5.6366 0.031
H 2.3169 1.6532 -6.1709 0.001
C 0.3574 -0.4140 -6.0578 -0.043
C 0.2003 -0.6133 -7.4343 0.010
H -0.4270 0.1184 -7.9766 0.001
C 0.8766 -1.6161 -8.1014 -0.005
H 0.7639 -1.6523 -9.1729 0.000
C 1.6477 -2.5215 -7.3974 0.006
H 2.1578 -3.3021 -7.9269 0.000
C 1.7497 -2.4000 -6.0173 0.018
H 2.3285 -3.1324 -5.4700 0.001
C 1.1370 -1.3439 -5.3122 0.059
H 1.2155 -1.2879 -4.2118 0.014
Os 0.0561 -0.0170 0.5458 1.567
C 1.9830 0.6753 0.2614 0.061
C 2.6329 1.1669 -0.8050 0.142
H 2.5145 0.6240 1.2051 -0.001
C 1.9976 1.1259 -2.1913 -0.042
O 2.8506 0.3528 -3.1037 0.056
H 2.4434 0.3124 -3.9758 -0.010
C 0.7520 0.5184 -1.9325 0.851
H 1.8269 2.1164 -2.6433 0.077
C -0.1280 -0.1504 -1.2850 -0.117
Cl -2.4664 -0.6598 0.3074 0.052
P 0.5838 -2.3072 -0.1164 0.135
P -0.9530 2.1286 0.4950 0.098
C -0.6428 -3.4614 0.5786 -0.013
H -1.6081 -3.2511 0.0972 0.002
H -0.7229 -3.3041 1.6649 -0.001
H -0.3198 -4.4888 0.3507 -0.001
C 0.7770 -2.9273 -1.8259 0.001
H 1.7435 -2.6153 -2.2478 0.003
H -0.0327 -2.5294 -2.4548 -0.002
H 0.7235 -4.0264 -1.8274 0.000
C 2.1944 -2.6425 0.6445 -0.005
H 2.1743 -2.2794 1.6823 0.006
H 2.9702 -2.1078 0.0767 0.006
H 2.3869 -3.7259 0.6122 0.002
C -2.1790 2.2063 1.8615 0.000
H -1.7191 1.7641 2.7585 0.004
H -3.0531 1.6128 1.5660 0.002
H -2.4717 3.2484 2.0449 0.000
C 0.2632 3.4377 0.8797 0.001
H 0.8884 3.6147 -0.0068 0.001
H 0.9030 3.0888 1.7002 0.002
H -0.2411 4.3720 1.1691 0.001
C -1.8701 2.8311 -0.9240 0.004
H -2.4490 2.0377 -1.4139 -0.005
H -1.1713 3.2644 -1.6534 -0.002
H -2.5607 3.6226 -0.5894 0.001
P 4.3479 1.8284 -0.7415 0.009
C 4.7860 2.0991 0.9727 0.003
C 4.3990 3.3702 -1.6591 0.003
H 4.6959 1.1556 1.5331 0.000
H 4.1500 2.8907 1.3989 0.001
H 5.8369 2.4268 0.9372 0.002
H 4.0995 3.2424 -2.7075 -0.002
H 5.4450 3.7015 -1.6228 0.000
H 3.7717 4.1315 -1.1780 0.001
C 5.4562 0.6497 -1.5104 0.008
H 5.5111 -0.2592 -0.8997 0.001
H 6.4378 1.1409 -1.5368 0.000
H 5.1096 0.4117 -2.5240 -0.001
H -1.0313 -0.5308 -1.7266 0.001
Se 0.2724 -0.1407 3.0211 0.623
C -1.0907 -1.3868 3.4723 0.040
C -0.6123 -2.5292 4.1360 0.016
C -1.5033 -3.3236 4.8496 -0.004
C -2.8775 -3.0553 4.8241 0.027
C -3.3572 -2.0163 4.0263 -0.007
C -2.4713 -1.2151 3.3140 -0.005
H 0.4576 -2.7152 4.1750 -0.003
H -1.1097 -4.1310 5.4612 0.000
H -3.5637 -3.6460 5.4292 0.001
H -4.4238 -1.8025 3.9912 0.000
H -2.8604 -0.4448 2.6568 0.009
```

- 2S+1 = 5
- ΔE to the lowest compared entry with this formula, charge and spin (kJ/mol) = 244.88
- orbital gap (spin up / spin down) (eV) = 7.4937 / 2.0679
- DFT total energy (eV) = -159752.2926
- HOMO level (spin up / spin down) (eV) = -11.85 / -10.61
- net charge = +2

---

Entry 2:
Computed, not measured: a molecular structure, C38H51FN7Pd, with ωB97M-V/def2-TZVPD.

The geometry in XYZ format:
```
98
Properties=species:S:1:pos:R:3:mulliken_spin:R:1
Pd 0.2329 -0.2217 0.3148 1.320
C -0.9290 -3.1376 1.9162 0.021
C -2.2423 -2.4897 1.4674 0.015
C -2.3603 -1.0520 1.9641 0.024
C -2.5447 -2.5505 -0.0160 0.037
C -3.8088 -2.9563 -0.3908 -0.014
C -4.1850 -3.0336 -1.7304 0.118
C -3.2909 -2.6819 -2.7292 -0.059
C -2.0015 -2.2806 -2.4334 0.104
C -1.1271 -1.7850 -3.5730 0.000
C -0.8590 -2.8894 -4.6035 0.004
C -1.7655 -0.5654 -4.2518 0.014
C -1.6104 -2.2537 -1.0529 0.209
N -0.2895 -1.9334 -0.7483 0.449
C 0.7087 -2.7065 -1.2889 0.052
C 0.5565 -4.0951 -1.4915 0.160
C 1.5926 -4.8420 -2.0081 -0.044
C 2.7980 -4.2315 -2.3514 0.152
C 2.9790 -2.8569 -2.1712 -0.035
C 1.9505 -2.1386 -1.6367 0.057
F 2.0848 -0.7911 -1.4654 0.019
H -0.9521 -3.2938 2.9951 0.000
H -0.0589 -2.5107 1.6993 0.004
H -0.7704 -4.1099 1.4468 0.001
H -3.0449 -3.0543 1.9434 0.003
H -1.6493 -0.4160 1.4190 0.018
H -2.1195 -0.9733 3.0249 0.001
H -3.3534 -0.6352 1.7900 -0.001
H -4.5196 -3.2407 0.3766 0.001
H -5.1860 -3.3573 -1.9889 -0.002
H -3.6125 -2.7168 -3.7633 0.004
H -0.1690 -1.4551 -3.1762 0.011
H -1.7826 -3.2145 -5.0862 0.000
H -0.3944 -3.7645 -4.1480 -0.001
H -0.1954 -2.5172 -5.3853 0.001
H -2.7318 -0.8088 -4.6965 0.004
H -1.1205 -0.2086 -5.0568 0.000
H -1.9206 0.2479 -3.5332 -0.011
H -0.3795 -4.5611 -1.2069 0.003
H 1.4699 -5.9080 -2.1452 0.002
H 3.6073 -4.8219 -2.7609 0.002
H 3.9004 -2.3632 -2.4538 -0.001
C 2.8992 -1.5838 1.5361 -0.066
N 3.2265 -0.3605 2.2630 0.003
C 4.6557 -0.1969 2.5762 0.001
C 2.3315 0.5863 2.5846 -0.031
N 1.1082 0.6425 2.0215 0.160
C 0.0915 1.3052 2.7484 0.118
C -0.1226 0.9405 4.0811 0.075
C -1.0267 1.6160 4.8855 -0.015
C -1.7101 2.7056 4.3807 0.136
C -1.5311 3.0915 3.0440 -0.070
C -2.1232 4.2901 2.5797 0.264
C -1.8502 4.7729 1.3017 0.022
C -1.1044 4.0243 0.4249 0.135
C -0.6155 2.7357 0.7871 0.125
N -0.1385 1.8838 -0.1257 0.315
C -0.1964 2.1696 -1.4854 -0.014
N -1.3844 2.2834 -2.0699 0.020
C -2.6177 1.8136 -1.4229 0.003
C -1.6121 3.0890 -3.2830 0.001
N 0.9386 2.2129 -2.1630 0.006
C 2.2246 2.4812 -1.5043 -0.005
C 1.0255 1.9166 -3.6009 0.002
C -0.6843 2.3384 2.1824 0.087
N 2.7053 1.5198 3.4874 0.034
C 3.3451 1.1706 4.7567 -0.002
C 2.3700 2.9323 3.3324 -0.002
H 2.7997 -2.4357 2.2094 0.000
H 3.7001 -1.7842 0.8286 0.002
H 1.9985 -1.4584 0.9517 0.042
H 5.2394 -0.6392 1.7722 0.000
H 4.9298 -0.6939 3.5059 0.000
H 4.9033 0.8582 2.6456 0.000
H 0.4455 0.1120 4.4887 0.002
H -1.1733 1.3058 5.9122 0.001
H -2.3797 3.2770 5.0118 0.001
H -2.7507 4.8601 3.2542 -0.006
H -2.2469 5.7314 0.9906 0.005
H -0.9288 4.3946 -0.5787 -0.008
H -2.4207 0.9609 -0.7794 -0.001
H -3.3087 1.5049 -2.2052 -0.001
H -3.0869 2.6110 -0.8434 0.002
H -0.7464 3.7038 -3.5098 0.000
H -2.4581 3.7471 -3.0876 0.000
H -1.8553 2.4592 -4.1383 0.002
H 2.1141 2.4535 -0.4262 0.001
H 2.5973 3.4606 -1.8057 0.001
H 2.9455 1.7251 -1.8109 0.001
H 0.1188 1.4267 -3.9414 0.000
H 1.8633 1.2360 -3.7465 0.001
H 1.2060 2.8152 -4.1892 0.000
H 3.4062 0.0921 4.8738 0.000
H 2.7322 1.5657 5.5699 0.000
H 4.3437 1.6014 4.8377 0.002
H 2.0057 3.1302 2.3271 0.009
H 3.2746 3.5202 3.4894 0.000
H 1.6212 3.2536 4.0610 0.000
```

- 2S+1 = 5
- orbital gap (spin up / spin down) (eV) = 7.8826 / 5.4679
- DFT total energy (eV) = -56835.5852
- HOMO level (spin up / spin down) (eV) = -15.77 / -16.26
- net charge = +3

---

Entry 3:
Computed, not measured: 7 unconnected molecules or ions with the total composition C38H51IO21, with ωB97M-V/def2-TZVPD.

The geometry in XYZ format:
```
111
Properties=species:S:1:pos:R:3:mulliken_charge:R:1
C -2.5588 -2.7063 2.9351 -1.467
C -2.5868 -1.3041 2.3815 0.850
C -1.4454 -0.7631 1.7873 -0.657
C -1.5007 0.5135 1.2440 -1.137
C -2.6751 1.2638 1.3164 -0.253
C -3.8148 0.7544 1.9242 0.639
C -5.1382 1.4886 2.0450 -1.226
C -5.1628 2.9093 1.5551 0.239
C -4.2922 3.8394 2.1300 -0.813
C -4.2654 5.1708 1.7602 -0.912
C -5.1505 5.6308 0.7930 -0.942
C -6.0454 4.7338 0.2362 0.622
C -6.0572 3.3814 0.5879 0.806
C -7.0360 2.5086 -0.1098 0.525
O -6.8070 1.3684 -0.4053 -0.560
C -8.3318 3.1537 -0.4699 0.266
C -9.6293 2.3906 -0.4753 -0.754
C -9.5016 0.8837 -0.5395 0.155
O -9.6673 0.1964 0.3962 -0.443
I -9.1797 -0.0195 -2.4664 -0.016
C -8.3047 4.4482 -0.7833 -0.794
C -7.0428 5.2142 -0.7531 -0.077
O -6.8523 6.1597 -1.4719 -0.571
C -3.7528 -0.5424 2.4441 -0.499
H -2.5714 -3.3968 2.0917 0.311
H -3.4610 -2.8952 3.5069 0.350
H -1.6603 -2.9062 3.5081 0.317
H -0.5292 -1.3310 1.7426 0.468
H -0.6252 0.9231 0.7647 0.495
H -2.6740 2.2431 0.8633 0.480
H -5.8910 0.8754 1.5708 0.540
H -5.3921 1.5206 3.1069 0.530
H -3.6248 3.4886 2.9040 0.844
H -3.5797 5.8632 2.2196 0.491
H -5.1914 6.6558 0.4619 0.529
H -10.2057 2.7037 -1.3431 0.470
H -10.2182 2.6213 0.4056 0.344
H -9.1945 4.9765 -1.0956 0.494
H -4.6166 -1.0007 2.9083 0.362
C -3.6114 1.9696 -3.2010 -0.622
O -2.3640 1.9431 -2.5038 -0.208
C -1.3161 2.3388 -3.2237 0.675
O -1.3401 2.6969 -4.3718 -0.562
O -0.2336 2.2668 -2.4484 -0.220
C 0.9845 2.6453 -3.0965 -0.656
H -4.3614 1.6237 -2.4946 0.107
H -3.8509 2.9822 -3.5209 0.326
H -3.5852 1.3019 -4.0599 0.329
H 0.9380 3.6788 -3.4341 0.310
H 1.1930 1.9885 -3.9379 0.313
H 1.7753 2.5423 -2.3597 0.209
C 5.7487 0.4936 -5.2501 -0.583
O 6.2479 1.8288 -5.3795 -0.334
C 5.4727 2.7552 -4.8249 0.821
O 4.4386 2.5529 -4.2415 -0.534
O 6.0371 3.9467 -5.0200 -0.320
C 5.3022 5.0419 -4.4717 -0.607
H 6.4724 -0.1567 -5.7315 0.215
H 5.6609 0.2144 -4.2024 0.263
H 4.7854 0.3966 -5.7474 0.304
H 5.2079 4.9392 -3.3922 0.281
H 4.3163 5.1099 -4.9277 0.287
H 5.8716 5.9373 -4.7028 0.207
C 4.5796 -2.4856 -1.2902 -0.624
O 5.4944 -3.5841 -1.3377 -0.285
C 6.4275 -3.4781 -2.2839 0.825
O 6.5417 -2.5670 -3.0611 -0.539
O 7.2064 -4.5560 -2.2215 -0.321
C 8.2540 -4.5848 -3.1947 -0.690
H 3.8846 -2.7018 -0.4842 0.170
H 5.1057 -1.5571 -1.0774 0.299
H 4.0341 -2.3992 -2.2280 0.305
H 8.9245 -3.7382 -3.0614 0.319
H 7.8416 -4.5825 -4.2017 0.318
H 8.7986 -5.5095 -3.0274 0.226
C 1.3923 -2.8069 7.2487 -0.653
O 1.5277 -3.0591 5.8486 -0.267
C 2.2540 -4.1366 5.5542 0.749
O 2.7774 -4.8737 6.3472 -0.543
O 2.2992 -4.2570 4.2270 -0.257
C 3.0516 -5.3820 3.7675 -0.647
H 0.7843 -1.9115 7.3388 0.208
H 0.8918 -3.6379 7.7418 0.304
H 2.3655 -2.6335 7.7035 0.297
H 2.6144 -6.3103 4.1299 0.303
H 4.0885 -5.3080 4.0892 0.299
H 3.0048 -5.3577 2.6826 0.204
C 4.7998 -7.2236 -2.7080 -0.570
O 5.0081 -7.5008 -4.0953 -0.319
C 5.6899 -8.6197 -4.3335 0.803
O 6.1227 -9.3745 -3.5028 -0.542
O 5.8138 -8.7575 -5.6539 -0.320
C 6.5296 -9.9268 -6.0561 -0.631
H 4.2418 -6.2929 -2.6596 0.157
H 4.2197 -8.0160 -2.2388 0.334
H 5.7503 -7.0966 -2.1940 0.276
H 6.0190 -10.8256 -5.7162 0.295
H 7.5464 -9.9072 -5.6686 0.290
H 6.5538 -9.9110 -7.1417 0.220
C -2.8161 5.6273 7.5417 -0.619
O -1.5441 5.8919 6.9461 -0.334
C -1.3293 5.2419 5.8040 0.835
O -2.0955 4.4844 5.2676 -0.535
O -0.1191 5.5704 5.3562 -0.325
C 0.2438 4.9329 4.1287 -0.551
H -2.8538 6.2158 8.4536 0.216
H -3.6222 5.9327 6.8773 0.288
H -2.9135 4.5711 7.7852 0.288
H -0.4449 5.2110 3.3329 0.223
H 0.2586 3.8511 4.2468 0.293
H 1.2412 5.2864 3.8852 0.220
```

- 2S+1 = 1
- ΔE to the lowest compared entry with this formula, charge and spin (kJ/mol) = 0.00
- orbital gap (eV) = 7.6906
- SMILES = Cc1cccc(Cc2cccc3c2C(=O)C(CC(=O)I)=CC3=O)c1.COC(=O)OC.COC(=O)OC.COC(=O)OC.COC(=O)OC.COC(=O)OC.COC(=O)OC
- DFT total energy (eV) = -91331.3849
- HOMO level (eV) = -8.76
- net charge = 0